The following is a quantum chemistry calculation of 15 unconnected molecules or ions with the total composition C15H60O15, from the OMol25 dataset.

Output
HOMO-LUMO gap (eV): 10.136
Energy relative to the best compared isomer or geometry (same formula, charge and spin) (kJ/mol): 896.9
LUMO energy (eV): 0.165
HOMO level (eV): -9.97

Geometry as ORCA input:
```
! wB97M-V def2-TZVPD RIJCOSX def2/J DEFGRID3
* xyz 0 1
C -11.957 10.025 -9.530
O -10.963 11.097 -9.507
H -12.911 10.396 -9.154
H -12.132 9.737 -10.567
H -11.648 9.157 -8.948
H -11.092 11.566 -8.680
C -6.120 11.803 -16.627
O -5.943 10.587 -15.967
H -5.333 12.535 -16.444
H -6.044 11.614 -17.697
H -7.089 12.269 -16.448
H -5.719 10.850 -15.072
C -4.584 5.978 -17.352
O -5.805 6.418 -16.924
H -3.897 5.919 -16.508
H -4.710 4.924 -17.603
H -4.059 6.572 -18.099
H -5.679 7.335 -16.666
C -8.192 1.987 -17.375
O -8.705 3.287 -17.507
H -8.915 1.230 -17.678
H -7.230 1.827 -17.860
H -8.005 1.798 -16.318
H -7.962 3.893 -17.449
C -16.654 7.723 -11.479
O -15.706 7.545 -12.499
H -17.233 8.626 -11.669
H -17.380 6.937 -11.688
H -16.303 7.643 -10.450
H -16.170 7.257 -13.288
C -10.483 14.441 -13.060
O -10.920 13.087 -13.206
H -11.219 15.089 -12.585
H -9.533 14.536 -12.533
H -10.250 14.801 -14.062
H -11.021 12.669 -12.348
C -5.639 11.122 -11.272
O -4.564 11.357 -12.221
H -6.123 12.039 -10.939
H -6.426 10.566 -11.781
H -5.326 10.476 -10.452
H -3.762 11.607 -11.756
C -11.807 13.104 -20.305
O -11.216 13.496 -19.074
H -11.036 12.567 -20.858
H -12.647 12.416 -20.204
H -12.159 13.998 -20.820
H -11.125 12.696 -18.551
C -14.361 8.244 -19.581
O -14.434 7.392 -20.739
H -15.248 8.877 -19.625
H -14.345 7.757 -18.607
H -13.452 8.844 -19.622
H -13.637 6.857 -20.736
C -10.647 4.587 -21.867
O -11.215 4.903 -20.582
H -9.648 5.001 -22.006
H -10.587 3.506 -21.995
H -11.233 4.920 -22.724
H -10.574 4.613 -19.929
C -10.855 8.859 -15.692
O -11.219 10.124 -16.181
H -11.668 8.421 -15.114
H -10.565 8.139 -16.457
H -10.013 8.902 -15.001
H -11.288 10.680 -15.401
C -8.792 8.860 -21.115
O -7.959 9.310 -22.181
H -9.792 8.540 -21.409
H -8.365 8.005 -20.592
H -8.912 9.664 -20.388
H -7.572 8.558 -22.634
C -13.354 4.000 -10.082
O -12.794 4.875 -11.062
H -12.655 3.234 -9.745
H -13.675 4.642 -9.262
H -14.242 3.514 -10.485
H -13.497 5.476 -11.316
C -7.825 5.402 -12.244
O -8.576 4.827 -11.204
H -7.990 4.898 -13.196
H -8.157 6.436 -12.332
H -6.780 5.437 -11.937
H -9.495 4.926 -11.463
C -16.258 12.453 -15.312
O -17.522 11.932 -14.871
H -15.533 12.583 -14.508
H -15.775 11.849 -16.080
H -16.340 13.456 -15.730
H -17.676 12.142 -13.947
*
```



The following is a quantum chemistry calculation of a molecular structure, C26H39ClN3O4SeTb, from the OMol25 dataset.

Output
HOMO-LUMO gap (spin up / spin down) (eV): 6.865 / 6.865
Energy relative to the best compared isomer or geometry (same formula, charge and spin) (kJ/mol): 47.7
LUMO energy (spin up / spin down) (eV): 0.139 / 0.142
HOMO level (spin up / spin down) (eV): -6.73 / -6.72

Geometry as ORCA input:
```
! wB97M-V def2-TZVPD RIJCOSX def2/J DEFGRID3
* xyz 0 7
O 1.548 1.831 -1.743
C 2.589 1.340 -1.158
C 3.550 0.648 -2.119
C 3.056 -0.248 -3.062
H 2.013 -0.555 -2.986
C 3.891 -0.706 -4.076
H 3.478 -1.370 -4.834
C 5.219 -0.257 -4.122
H 5.870 -0.593 -4.920
C 5.732 0.586 -3.130
H 6.770 0.924 -3.142
C 4.882 1.048 -2.115
H 5.227 1.731 -1.329
H 3.136 2.144 -0.635
C 2.775 1.153 1.567
C 2.490 0.290 0.366
H 3.856 1.198 1.783
H 2.336 0.743 2.492
H 2.398 2.178 1.462
C 2.948 -0.981 0.302
C 3.811 -1.613 1.356
H 2.806 -1.582 -0.595
H 4.876 -1.519 1.096
H 3.581 -2.673 1.516
H 3.675 -1.105 2.319
Tb 0.294 -0.476 0.846
Cl 0.811 -1.763 2.925
C -1.898 -2.198 1.451
O -1.852 -0.946 1.231
N -3.015 -2.763 1.852
C -4.112 -1.878 2.249
C -3.181 -4.208 1.920
H -0.995 -2.834 1.293
H -3.772 -0.845 2.104
H -4.344 -2.069 3.303
H -4.995 -2.077 1.631
H -2.295 -4.686 1.475
H -4.075 -4.508 1.354
H -3.292 -4.512 2.972
H -0.469 2.161 -4.980
H -1.590 -0.009 -4.785
C 0.128 1.730 -4.163
C -1.517 -0.088 -3.695
N -0.749 1.048 -3.209
H 0.657 2.514 -3.609
C -0.806 1.393 -1.915
O -1.061 0.610 -0.965
H -2.527 -0.075 -3.276
H -0.655 2.470 -1.742
H 0.866 1.020 -4.576
H -1.030 -1.040 -3.430
H -1.853 3.768 3.749
H -1.614 5.597 1.745
C -0.812 3.542 3.510
C -0.606 5.165 1.634
N -0.565 3.773 2.091
H -0.599 2.503 3.734
C -0.274 2.779 1.259
O -0.141 1.579 1.638
H -0.321 5.213 0.573
H -0.132 3.065 0.195
H -0.176 4.205 4.099
H 0.091 5.788 2.219
Se 0.171 -2.572 -1.497
C -1.587 -3.192 -1.536
C -1.827 -4.570 -1.699
C -3.123 -5.066 -1.743
C -4.219 -4.198 -1.627
C -3.993 -2.824 -1.441
C -2.699 -2.330 -1.397
H -0.972 -5.232 -1.788
H -3.283 -6.136 -1.874
H -5.241 -4.579 -1.682
H -4.838 -2.142 -1.338
H -2.519 -1.265 -1.273
*
```